Entry 1:
Formula: C52H59B4NO4
Source: the Open Molecules 2025 dataset
Level of theory: ωB97M-V with the def2-TZVPD basis set

Last column: Löwdin charge in e.
Atoms and positions in Å:
1 C -1.008011 4.753728 -1.093361  0.00
2 C -0.696379 4.118576 -2.232002  -0.03
3 B 0.655980 3.368364 -2.480082  -0.55
4 O 1.833021 4.043273 -2.769917  0.27
5 B 2.584456 3.328866 -3.678142  -0.31
6 O 2.842852 2.002767 -3.389455  0.26
7 B 1.802609 1.315390 -2.796803  -0.38
8 B 1.930885 -0.368935 -2.541802  -0.47
9 O 0.780075 -1.120563 -2.737053  0.14
10 N 3.149009 -1.060716 -2.220163  -0.10
11 C 3.806811 -0.524810 -1.004650  -0.05
12 C 2.929338 -2.511945 -2.011438  -0.08
13 O 0.634668 1.988278 -2.412940  0.26
14 H -2.030277 4.766529 -0.727997  0.06
15 H -0.277151 5.280303 -0.489856  0.06
16 H -1.435795 4.069468 -3.030109  0.10
17 H 2.973255 3.810395 -4.690046  0.12
18 H 0.015071 -0.642161 -2.410668  0.10
19 H 3.911173 -1.293197 -0.243224  0.08
20 H 4.811437 -0.176524 -1.250607  0.09
21 H 3.273858 0.307848 -0.546513  0.08
22 H 2.447251 -2.974838 -2.864324  0.08
23 H 2.389946 -2.704243 -1.085422  0.09
24 H 3.921992 -2.959360 -1.917549  0.08
25 C 0.435235 0.487655 0.583209  -0.07
26 C -0.379055 1.596323 0.751125  -0.09
27 C -0.837370 1.935768 2.016154  -0.09
28 C -0.482175 1.162939 3.113086  -0.09
29 C 0.327588 0.047384 2.943452  -0.09
30 C 0.787683 -0.290085 1.678146  -0.08
31 H 0.794858 0.227003 -0.402925  0.07
32 H -0.657551 2.195792 -0.104131  0.08
33 H -1.472148 2.803727 2.147505  0.10
34 H -0.838147 1.429409 4.100380  0.10
35 H 0.600103 -0.558995 3.797519  0.10
36 H 1.419955 -1.159086 1.544992  0.10
37 C -4.783653 1.234281 -2.172177  -0.09
38 C -5.767468 0.283108 -1.940969  -0.10
39 C -5.614202 -0.639498 -0.914833  -0.10
40 C -4.475238 -0.613771 -0.121701  -0.09
41 C -3.487873 0.332876 -0.357648  -0.08
42 C -3.642440 1.257116 -1.381904  -0.09
43 H -4.906524 1.957135 -2.968701  0.10
44 H -6.655321 0.261377 -2.560322  0.09
45 H -6.383379 -1.379663 -0.733262  0.10
46 H -4.356111 -1.331519 0.679757  0.10
47 H -2.597188 0.351131 0.255243  0.08
48 H -2.870778 1.996550 -1.564429  0.09
49 C 5.132625 -2.617323 -7.682508  -0.10
50 C 4.297108 -1.517036 -7.548449  -0.10
51 C 3.843998 -1.138127 -6.292106  -0.08
52 C 4.221305 -1.859123 -5.167034  -0.08
53 C 5.052066 -2.963953 -5.305838  -0.09
54 C 5.508868 -3.342835 -6.560776  -0.10
55 H 5.490608 -2.909600 -8.661340  0.10
56 H 3.999675 -0.954420 -8.424327  0.10
57 H 3.194878 -0.277138 -6.187850  0.10
58 H 3.867529 -1.560145 -4.183275  0.07
59 H 5.346145 -3.531724 -4.430637  0.09
60 H 6.157867 -4.203102 -6.665340  0.10
61 C -9.418731 1.707343 -1.225157  -0.10
62 C -9.772087 0.459588 -1.720176  -0.10
63 C -10.768770 0.349195 -2.679616  -0.10
64 C -11.415521 1.486852 -3.141899  -0.10
65 C -11.067853 2.733705 -2.641632  -0.10
66 C -10.068892 2.844150 -1.684346  -0.10
67 H -8.636512 1.793325 -0.481719  0.10
68 H -9.269100 -0.428172 -1.357797  0.10
69 H -11.041835 -0.623796 -3.067315  0.10
70 H -12.191329 1.401390 -3.891741  0.10
71 H -11.575582 3.620505 -2.998454  0.10
72 H -9.796594 3.816882 -1.295635  0.10
73 C -0.890221 5.722970 3.256220  -0.10
74 C -1.706671 6.833321 3.420523  -0.09
75 C -2.163328 7.177723 4.685203  -0.09
76 C -1.806518 6.409713 5.784921  -0.10
77 C -0.996635 5.294778 5.619156  -0.09
78 C -0.537343 4.952481 4.355322  -0.10
79 H -0.528005 5.456297 2.270959  0.09
80 H -1.986625 7.431369 2.562789  0.10
81 H -2.797315 8.045367 4.813934  0.10
82 H -2.160254 6.680125 6.771858  0.10
83 H -0.722318 4.692553 6.476456  0.09
84 H 0.096314 4.083966 4.225001  0.09
85 C 2.017509 -6.553930 -3.176196  -0.09
86 C 1.310123 -7.607546 -2.613810  -0.10
87 C 1.930887 -8.458075 -1.708320  -0.10
88 C 3.261013 -8.257353 -1.366001  -0.09
89 C 3.968773 -7.209266 -1.936287  -0.09
90 C 3.349415 -6.359381 -2.839280  -0.10
91 H 1.532100 -5.886012 -3.876237  0.10
92 H 0.273052 -7.765249 -2.880191  0.10
93 H 1.376701 -9.276810 -1.267827  0.10
94 H 3.744509 -8.916439 -0.656550  0.10
95 H 5.008262 -7.051699 -1.678251  0.08
96 H 3.907300 -5.541082 -3.278763  0.08
97 C 8.995867 -4.374225 0.712401  -0.10
98 C 8.714908 -5.645412 0.231604  -0.10
99 C 7.711956 -5.825083 -0.710471  -0.10
100 C 6.988214 -4.733466 -1.168975  -0.10
101 C 7.264012 -3.463188 -0.683061  -0.09
102 C 8.268815 -3.283250 0.256894  -0.09
103 H 9.781946 -4.233566 1.442893  0.10
104 H 9.278354 -6.496711 0.590998  0.10
105 H 7.495217 -6.816746 -1.087364  0.10
106 H 6.206345 -4.871887 -1.905924  0.08
107 H 6.695856 -2.612329 -1.038361  0.09
108 H 8.485792 -2.292435 0.634570  0.10
109 C -1.854708 2.840341 8.839134  -0.10
110 C -2.671999 3.950053 9.003173  -0.10
111 C -3.129130 4.294141 10.267532  -0.09
112 C -2.771919 3.526531 11.367117  -0.10
113 C -1.960912 2.412588 11.201699  -0.10
114 C -1.501195 2.069987 9.937986  -0.10
115 H -1.493351 2.574763 7.853506  0.09
116 H -2.952793 4.547364 8.144604  0.09
117 H -3.764415 5.160968 10.396057  0.10
118 H -3.126599 3.796099 12.353466  0.10
119 H -1.686446 1.811056 12.058529  0.10
120 H -0.867267 1.202217 9.809265  0.10

Forces on atoms 1 to 3 (eV/Å):
-0.2 -0.1 -0.3
0.3 0.4 0.1
-0.2 1.1 0.5

F_max ... 2.06 eV/A
SMILES ... C=CB1OBOB(B(O)N(C)C)O1.c1ccccc1.c1ccccc1.c1ccccc1.c1ccccc1.c1ccccc1.c1ccccc1.c1ccccc1.c1ccccc1
Total charge ... 0
DFT total energy ... -67273.5435 eV

***

Entry 2:
Formula: C52H62Cl3N4O2P2Tl
Source: the Open Molecules 2025 dataset
Level of theory: ωB97M-V with the def2-TZVPD basis set

Last column: Löwdin charge in e.
Atoms and positions in Å:
1 Tl -1.260788 0.689110 -1.711673  0.60
2 Cl -2.740779 6.575555 3.961382  0.58
3 C -2.214539 5.625007 2.584991  -0.72
4 C -3.058010 4.663252 2.048184  -0.18
5 C -2.629642 3.901316 0.982941  -0.58
6 Cl -3.710668 2.709521 0.325982  0.65
7 C -1.336475 4.020491 0.365959  -0.54
8 O -0.942867 3.325328 -0.604415  -0.23
9 C -0.544621 5.042626 0.987104  -0.59
10 Cl 1.041196 5.336613 0.312427  0.69
11 C -0.950967 5.817054 2.055732  -0.18
12 H -4.045265 4.503190 2.459932  0.10
13 H -0.284099 6.562206 2.468045  0.10
14 C -5.193315 -3.332713 -0.989166  -0.07
15 C -5.386728 -3.242306 0.498644  -0.28
16 C -6.665584 -3.303063 1.040506  -0.07
17 C -6.877577 -3.237677 2.411423  -0.11
18 C -5.791241 -3.116340 3.261972  -0.11
19 C -4.507578 -3.060326 2.734280  -0.09
20 C -4.282030 -3.115425 1.361196  -0.33
21 P -2.611699 -2.971370 0.606335  1.11
22 C -1.570016 -2.645597 2.090714  -0.33
23 C -0.713097 -3.629348 2.579204  -0.07
24 C 0.167041 -3.362871 3.620126  -0.10
25 C 0.198826 -2.097290 4.184760  -0.10
26 C -0.645681 -1.109130 3.698867  -0.05
27 C -1.529301 -1.357928 2.654177  -0.29
28 C -2.394865 -0.242624 2.136448  -0.07
29 C -2.237828 -4.687169 0.182068  -0.39
30 C -2.958822 -5.758110 0.705533  -0.16
31 C -2.684904 -7.080961 0.394499  -0.17
32 C -1.611001 -7.327037 -0.487896  -0.16
33 C -0.871782 -6.311328 -1.018789  -0.10
34 C -1.121512 -4.913359 -0.726185  -0.38
35 C -0.335656 -3.926073 -1.269146  -0.07
36 H -6.154246 -3.363885 -1.504886  0.07
37 H -4.621042 -4.226561 -1.247985  0.08
38 H -4.619080 -2.478916 -1.357494  0.07
39 H -7.513004 -3.400883 0.369801  0.10
40 H -7.885247 -3.281105 2.808314  0.09
41 H -5.936620 -3.068351 4.334945  0.09
42 H -3.659413 -2.973860 3.403434  0.10
43 H -0.736440 -4.610112 2.118700  0.10
44 H 0.830074 -4.142393 3.978234  0.09
45 H 0.892007 -1.863711 4.985247  0.09
46 H -0.595321 -0.109491 4.112230  0.08
47 H -2.166351 0.695236 2.646752  0.07
48 H -3.458404 -0.458774 2.268719  0.08
49 H -2.231137 -0.088957 1.067529  0.00
50 H -3.773922 -5.546621 1.391042  0.09
51 H -3.269894 -7.889088 0.815108  0.06
52 H -1.364703 -8.351003 -0.758539  0.08
53 H -0.056579 -6.538567 -1.699652  0.09
54 H 0.456683 -4.181716 -1.962994  0.01
55 H -0.566906 -2.876101 -1.150098  -0.02
56 C -2.166284 2.144035 5.604692  -0.04
57 C -0.727094 2.291380 5.194306  -0.29
58 C -0.378573 3.016011 4.060087  -0.01
59 C 0.937610 3.114152 3.638399  0.00
60 C 1.942325 2.455982 4.337956  -0.24
61 N 3.313107 2.552885 3.980242  0.13
62 C 3.789198 3.046498 2.774735  -0.55
63 O 4.761525 3.785107 2.734380  0.04
64 N 3.094991 2.660943 1.666021  0.14
65 C 2.402023 1.436931 1.473886  -0.24
66 C 2.949425 0.209959 1.819108  0.00
67 C 2.266214 -0.937826 1.455791  -0.04
68 C 1.068059 -0.820707 0.763484  -0.13
69 N 0.524373 0.358576 0.473003  0.05
70 C 1.175396 1.461513 0.825217  -0.08
71 C 1.606520 1.716550 5.466696  -0.03
72 C 0.290632 1.652468 5.896108  -0.07
73 H -2.777180 2.938751 5.176194  0.07
74 H -2.275154 2.171647 6.690368  0.07
75 H -2.569265 1.189314 5.254136  0.08
76 H -1.146020 3.522456 3.486255  0.09
77 H 1.172576 3.698922 2.758483  0.09
78 H 3.932276 2.807389 4.733405  0.14
79 H 3.267043 3.219788 0.844298  0.12
80 H 3.903305 0.161363 2.331006  0.12
81 H 2.654666 -1.920775 1.686047  0.11
82 H 0.533730 -1.707343 0.445730  0.09
83 H 0.718773 2.402672 0.536388  0.08
84 H 2.384407 1.183036 6.001247  0.11
85 H 0.046278 1.062056 6.772753  0.11
86 C 1.862591 -1.599516 -5.023730  -0.11
87 C 2.761049 -0.813211 -4.059367  -0.59
88 C 2.782844 -1.647976 -2.766992  -0.10
89 C 4.173121 -0.755075 -4.648915  -0.09
90 P 1.897409 0.843447 -3.652276  0.78
91 N 0.743121 0.617805 -2.680163  -0.42
92 C 3.222751 2.010645 -2.918844  -0.58
93 C 3.944441 1.234543 -1.807972  -0.10
94 C 4.274822 2.599816 -3.862193  -0.09
95 C 2.484880 3.158089 -2.208990  -0.12
96 C 1.335598 1.627062 -5.308193  -0.60
97 C 1.044141 3.111228 -5.048642  -0.10
98 C -0.017267 1.004743 -5.685205  -0.11
99 C 2.286156 1.520138 -6.503565  -0.09
100 H 2.225197 -2.631227 -5.073721  0.08
101 H 1.876314 -1.200913 -6.037703  0.05
102 H 0.834553 -1.623074 -4.659604  0.08
103 H 3.017701 -2.686563 -3.022665  0.08
104 H 1.805632 -1.621290 -2.284359  0.06
105 H 3.526397 -1.309334 -2.050551  0.06
106 H 4.495242 -1.774590 -4.891928  0.08
107 H 4.898835 -0.349474 -3.943668  0.05
108 H 4.226263 -0.167985 -5.565724  0.06
109 H 4.643352 0.494458 -2.196275  0.06
110 H 3.225602 0.733068 -1.158905  0.06
111 H 4.521848 1.940697 -1.200620  0.08
112 H 4.830773 1.836400 -4.407259  0.06
113 H 4.997404 3.172625 -3.268783  0.08
114 H 3.840219 3.288537 -4.587076  0.05
115 H 1.615387 2.790347 -1.663199  0.05
116 H 2.144286 3.936557 -2.887185  0.06
117 H 3.179173 3.635651 -1.505956  0.07
118 H 0.436194 3.242523 -4.151581  0.08
119 H 0.487940 3.514940 -5.901757  0.08
120 H 1.952261 3.702986 -4.944649  0.05
121 H -0.668046 0.963436 -4.811381  0.04
122 H 0.071760 -0.000063 -6.088195  0.06
123 H -0.493728 1.628791 -6.449376  0.08
124 H 3.269560 1.941543 -6.296864  0.06
125 H 1.859973 2.077770 -7.346685  0.08
126 H 2.420787 0.490354 -6.834273  0.05

Forces on atoms 1 to 3 (eV/Å):
0.0 0.0 0.1
0.0 0.0 0.0
0.0 0.0 0.0

F_max ... 0.15 eV/A
Total charge ... -2
DFT total energy ... -125827.4279 eV
Relative energy (zero: lowest compared OMol25 entry of this formula, charge and spin) ... 0.00 kcal/mol

***

What is the DFT total energy in the second record? -125827.4279 eV